{
  "formula": "C5H7N",
  "method": "ωB97M-V/def2-TZVPD",
  "e_above_lowest_ev": 3.343,
  "charge": 0,
  "e_tot_ev": -6785.1696,
  "elements": ["C", "N", "C", "C", "C", "C", "H", "H", "H", "H", "H", "H", "H"],
  "coordinates": [[1.140, 1.615, -0.246], [0.682, 0.378, -0.224], [0.647, -0.418, 0.982], [-0.449, -1.167, 0.947], [-1.167, -0.872, -0.347], [-0.072, -0.249, -1.164], [1.705, 1.999, 0.588], [-1.869, -0.050, -0.091], [0.773, 2.241, -1.048], [1.415, -0.286, 1.734], [-0.800, -1.831, 1.726], [-1.747, -1.683, -0.788], [-0.257, 0.323, -2.069]]
}


{
  "formula": "C18H15CrIN5S",
  "method": "ωB97M-V/def2-TZVPD",
  "charge": 1,
  "spin_multiplicity": 5,
  "e_tot_ev": -73713.2035,
  "s_squared": 6.023,
  "elements": ["Cr", "N", "C", "S", "N", "N", "C", "C", "C", "C", "C", "C", "C", "C", "C", "C", "C", "C", "N", "H", "H", "H", "H", "H", "H", "H", "H", "H", "H", "H", "I", "C", "C", "C", "C", "N", "C", "H", "H", "H", "H"],
  "coordinates": [[0.049, 0.668, 0.007], [3.181, -0.780, 2.605], [2.092, -0.443, 1.909], [2.329, 0.111, 0.265], [0.944, -0.552, 2.562], [-0.111, -0.198, 1.786], [-1.299, -0.251, 2.288], [-1.599, -0.628, 3.686], [-2.498, -1.656, 3.957], [-2.801, -1.994, 5.268], [-2.218, -1.295, 6.315], [-1.317, -0.271, 6.049], [-1.000, 0.056, 4.741], [-2.380, 0.057, 1.310], [-3.725, 0.045, 1.628], [-4.660, 0.223, 0.621], [-4.236, 0.395, -0.687], [-2.879, 0.463, -0.923], [-1.971, 0.339, 0.050], [4.086, -0.753, 2.172], [3.074, -1.168, 3.527], [-2.940, -2.218, 3.141], [-3.488, -2.805, 5.469], [-2.462, -1.550, 7.337], [-0.855, 0.271, 6.865], [-0.287, 0.844, 4.534], [-4.030, -0.112, 2.654], [-5.717, 0.216, 0.856], [-4.936, 0.493, -1.504], [-2.492, 0.633, -1.920], [-2.864, 5.651, -0.921], [-1.040, 4.672, -0.782], [0.129, 5.354, -0.494], [1.310, 4.636, -0.453], [1.283, 3.270, -0.650], [0.144, 2.585, -0.871], [-0.991, 3.305, -0.969], [0.120, 6.422, -0.319], [2.253, 5.127, -0.262], [2.194, 2.694, -0.640], [-1.893, 2.767, -1.214]]
}